(a)
The following is a DFT calculation (ωB97M-V/def2-TZVPD) of a cluster of 2 separate species, C12H17N in total.

- SMILES = Cc1c[nH]c2ccccc12.CCC
- total charge = 0

Each line ends with the natural charge from an NBO analysis.
CARTESIAN COORDINATES (ANGSTROEM)
1 C -2.43 -0.69 -1.92  -0.636
2 C -1.12 -0.77 0.29  -0.093
3 C -1.83 -0.02 -0.75  -0.077
4 C -0.69 0.22 1.22  0.160
5 C -1.83 1.26 -0.38  -0.033
6 C 0.27 -2.32 1.53  -0.241
7 C 0.71 -1.34 2.43  -0.213
8 C -0.51 -2.04 0.45  -0.196
9 C 0.26 -0.06 2.22  -0.238
10 N -1.22 1.46 0.88  -0.549
11 H 0.67 -3.29 1.80  0.213
12 H 1.42 -1.55 3.22  0.218
13 H -0.54 -2.71 -0.41  0.211
14 H 0.63 0.85 2.68  0.203
15 H -2.20 -1.75 -1.96  0.221
16 H -2.07 -0.32 -2.89  0.219
17 H -2.27 2.14 -0.83  0.208
18 H -0.60 2.25 1.00  0.399
19 H -3.50 -0.47 -1.93  0.225
20 C 2.37 1.36 -0.89  -0.409
21 C 1.98 -0.09 -1.24  -0.626
22 C 2.62 2.20 -2.13  -0.611
23 H 3.27 1.37 -0.26  0.201
24 H 1.74 1.82 -0.11  0.190
25 H 0.95 -0.42 -1.14  0.223
26 H 2.00 -0.14 -2.34  0.201
27 H 1.78 2.39 -2.80  0.204
28 H 2.65 -0.80 -0.76  0.215
29 H 3.33 1.64 -2.75  0.202
30 H 3.16 3.13 -1.95  0.208

=====

(b)
The following is a DFT calculation (ωB97M-V/def2-TZVPD) of a cluster of 2 separate species, C12H17N in total.

- SMILES = CCc1c[nH]c2ccccc12.CC
- total charge = 0

Each line ends with the natural charge from an NBO analysis.
CARTESIAN COORDINATES (ANGSTROEM)
1 C -0.53 -0.52 0.33  -0.414
2 C -0.15 -1.58 -0.77  -0.611
3 C 0.42 0.60 0.22  -0.095
4 C 0.65 1.35 -0.88  -0.029
5 C 1.41 1.00 1.20  -0.098
6 C 2.11 2.08 0.71  0.144
7 C 1.62 0.47 2.52  -0.192
8 C 3.28 2.51 1.42  -0.239
9 C 2.78 0.85 3.14  -0.236
10 C 3.67 1.82 2.52  -0.208
11 N 1.69 2.35 -0.63  -0.562
12 H -1.58 -0.27 0.19  0.219
13 H -0.42 -0.91 1.45  0.210
14 H 0.67 -2.23 -0.56  0.213
15 H 0.07 1.38 -1.80  0.209
16 H 2.22 2.92 -1.29  0.417
17 H 0.98 -0.26 2.99  0.215
18 H 3.84 3.33 1.25  0.210
19 H 3.02 0.41 4.15  0.213
20 H 4.69 2.07 2.96  0.215
21 H 0.10 -1.18 -1.80  0.213
22 H -0.93 -2.38 -0.76  0.204
23 C -3.44 -2.35 -1.72  -0.616
24 C -3.91 -1.11 -2.57  -0.630
25 H -4.23 -3.11 -1.68  0.204
26 H -2.50 -2.78 -1.79  0.210
27 H -3.54 -2.12 -0.57  0.194
28 H -4.64 -0.39 -2.14  0.214
29 H -4.36 -1.49 -3.53  0.214
30 H -3.00 -0.46 -2.57  0.209

=====

Short version: (b) is the least stable of them.

=====

(a)
The following is a DFT calculation (ωB97M-V/def2-TZVPD) of a cluster of 2 separate species, C12H17N in total.

- SMILES = Cc1c[nH]c2ccccc12.CCC
- total charge = 0

Each line ends with the natural charge from an NBO analysis.
CARTESIAN COORDINATES (ANGSTROEM)
1 C -2.14 -1.14 -1.17  -0.416
2 C -3.58 -0.83 -0.98  -0.610
3 C -1.77 -2.49 -0.57  -0.612
4 H -1.83 -1.12 -2.25  0.197
5 H -1.49 -0.32 -0.70  0.209
6 H -4.16 -1.75 -0.78  0.203
7 H -0.83 -2.59 -0.03  0.218
8 H -3.95 -0.32 -1.85  0.208
9 H -3.84 -0.11 -0.11  0.203
10 H -2.51 -2.79 0.19  0.196
11 H -1.87 -3.20 -1.40  0.204
12 C -0.30 2.72 1.52  -0.640
13 C 2.28 0.19 0.77  0.160
14 C 1.14 0.91 0.41  -0.115
15 C 0.93 1.83 1.52  -0.072
16 C 1.93 1.65 2.43  -0.029
17 C 2.88 -0.82 0.02  -0.238
18 C 2.63 -0.79 -1.35  -0.210
19 C 0.75 0.73 -0.88  -0.192
20 C 1.48 -0.09 -1.73  -0.242
21 N 2.63 0.50 2.11  -0.542
22 H 3.53 0.25 2.47  0.404
23 H 3.58 -1.44 0.51  0.208
24 H 2.17 2.31 3.23  0.214
25 H 3.22 -1.29 -2.09  0.217
26 H -0.14 1.29 -1.18  0.213
27 H -0.20 3.51 2.26  0.216
28 H -1.14 2.04 1.75  0.218
29 H 1.23 -0.18 -2.79  0.212
30 H -0.63 3.32 0.68  0.220

=====

(b)
The following is a DFT calculation (ωB97M-V/def2-TZVPD) of a cluster of 2 separate species, C12H17N in total.

- SMILES = CCc1c[nH]c2ccccc12.CC
- total charge = 0

Each line ends with the natural charge from an NBO analysis.
CARTESIAN COORDINATES (ANGSTROEM)
1 C -0.79 -0.80 -3.34  -0.624
2 C -2.01 -1.54 -2.88  -0.621
3 H -0.21 -0.74 -2.38  0.212
4 H -0.07 -1.27 -4.09  0.208
5 H -0.96 0.20 -3.79  0.207
6 H -2.55 -1.11 -2.10  0.213
7 H -1.93 -2.59 -2.90  0.214
8 H -2.83 -1.54 -3.65  0.191
9 C 2.30 0.86 -0.38  -0.436
10 C 1.01 1.39 -1.14  -0.612
11 C 1.77 -0.02 0.67  -0.069
12 C 1.77 -1.37 0.74  -0.038
13 C 0.86 0.49 1.78  -0.058
14 C 0.08 -0.69 2.13  0.122
15 C 0.44 1.76 2.16  -0.239
16 C -1.11 -0.50 2.71  -0.226
17 C -0.80 1.80 2.81  -0.213
18 C -1.65 0.67 3.06  -0.231
19 N 0.62 -1.82 1.50  -0.544
20 H 3.07 0.51 -1.06  0.222
21 H 2.63 1.81 0.04  0.210
22 H 0.96 0.86 -2.08  0.211
23 H 2.51 -2.07 0.40  0.213
24 H 0.61 -2.70 1.88  0.394
25 H 0.96 2.75 1.98  0.232
26 H -1.85 -1.34 2.92  0.200
27 H -1.25 2.73 3.24  0.208
28 H -2.59 0.55 3.64  0.228
29 H 0.88 2.43 -1.43  0.208
30 H 0.14 1.30 -0.45  0.220

=====

Short version: (b) is the least stable of them.

=====

(a)
The following is a DFT calculation (ωB97M-V/def2-TZVPD) of a cluster of 2 separate species, C9H13NO2 in total.

- SMILES = Cc1ccc(O)cc1.CC(N)=O
- total charge = 0

Each line ends with the natural charge from an NBO analysis.
CARTESIAN COORDINATES (ANGSTROEM)
1 C 2.59 2.35 -2.68  -0.733
2 C 1.50 1.41 -2.23  0.679
3 O 0.48 1.26 -2.86  -0.591
4 N 1.81 0.68 -1.08  -0.844
5 H 2.98 2.03 -3.65  0.242
6 H 3.46 2.49 -2.03  0.209
7 H 1.19 0.38 -0.34  0.417
8 H 2.73 0.96 -0.77  0.370
9 H 2.12 3.29 -2.97  0.249
10 C 1.70 -1.92 1.61  -0.630
11 C -2.22 -0.18 0.88  0.295
12 C -1.74 -1.28 0.17  -0.252
13 C -1.46 0.21 2.00  -0.272
14 C -0.52 -1.88 0.53  -0.195
15 C -0.20 -0.26 2.25  -0.219
16 C 0.32 -1.31 1.47  -0.054
17 O -3.45 0.29 0.61  -0.661
18 H -3.78 0.87 1.26  0.482
19 H -2.29 -1.54 -0.73  0.228
20 H -1.93 0.91 2.69  0.201
21 H -0.25 -2.78 -0.01  0.212
22 H 0.36 0.05 3.12  0.214
23 H 2.28 -1.69 0.72  0.218
24 H 1.60 -3.00 1.62  0.220
25 H 2.17 -1.57 2.53  0.213

=====

(b)
The following is a DFT calculation (ωB97M-V/def2-TZVPD) of a cluster of 2 separate species, C9H13NO2 in total.

- SMILES = Cc1ccc(O)cc1.CC(N)=O
- total charge = 0

Each line ends with the natural charge from an NBO analysis.
CARTESIAN COORDINATES (ANGSTROEM)
1 C -0.26 -4.29 -0.63  -0.625
2 C -1.15 -0.57 1.30  0.303
3 C -1.13 -0.67 -0.08  -0.271
4 C -1.06 -1.76 2.05  -0.261
5 C -0.82 -1.87 -0.73  -0.200
6 C -0.72 -2.95 1.42  -0.191
7 C -0.57 -2.99 0.03  -0.060
8 O -1.27 0.62 1.94  -0.686
9 H -0.96 1.36 1.37  0.499
10 H -1.31 0.23 -0.66  0.213
11 H -1.37 -1.88 3.09  0.219
12 H -0.72 -1.95 -1.80  0.210
13 H -0.54 -3.83 2.05  0.208
14 H -0.02 -5.06 0.14  0.210
15 H 0.52 -4.25 -1.40  0.216
16 H -1.17 -4.73 -1.04  0.214
17 C 2.15 3.66 -1.62  -0.720
18 C 1.25 3.40 -0.44  0.685
19 O 0.82 2.31 -0.11  -0.631
20 N 0.66 4.49 0.21  -0.839
21 H 2.06 2.75 -2.21  0.250
22 H 3.20 3.76 -1.39  0.246
23 H -0.07 4.28 0.86  0.404
24 H 0.77 5.41 -0.19  0.386
25 H 1.71 4.50 -2.16  0.223

=====

Short version: (a) is the least stable of them.

=====

(a)
The following is a DFT calculation (ωB97M-V/def2-TZVPD) of a cluster of 2 separate species, C9H13NO2 in total.

- SMILES = O=C1CC12CCCC2.CN=C=O
- total charge = 0

Each line ends with the natural charge from an NBO analysis.
CARTESIAN COORDINATES (ANGSTROEM)
1 C -3.83 -0.64 -0.07  0.862
2 C -0.57 0.73 0.29  0.641
3 C -0.74 0.04 -1.06  -0.538
4 C 2.52 -1.24 -0.98  -0.401
5 C 2.79 0.20 -1.25  -0.403
6 C 1.37 -1.20 0.09  -0.400
7 C 1.59 1.06 -0.82  -0.380
8 C 0.56 0.06 -0.28  -0.195
9 C -4.58 1.74 -0.31  -0.414
10 N -4.32 0.35 -0.47  -0.536
11 O -3.35 -1.64 0.27  -0.550
12 O -1.05 1.45 1.15  -0.503
13 H -1.20 -0.97 -1.08  0.247
14 H -0.79 0.56 -1.96  0.220
15 H 2.13 -1.70 -1.89  0.202
16 H 3.43 -1.78 -0.56  0.217
17 H 3.69 0.56 -0.75  0.211
18 H 2.90 0.31 -2.38  0.201
19 H 0.91 -2.25 0.17  0.227
20 H 1.84 -1.28 1.07  0.222
21 H 1.98 1.77 -0.01  0.218
22 H 1.30 1.54 -1.69  0.213
23 H -3.81 2.25 0.42  0.224
24 H -5.55 2.05 -0.12  0.209
25 H -4.36 2.12 -1.34  0.207

=====

(b)
The following is a DFT calculation (ωB97M-V/def2-TZVPD) of a cluster of 2 separate species, C9H13NO2 in total.

- SMILES = C[C@@H]1C[C@@H](C)N1.C#CC(=O)C=O
- total charge = 0

Each line ends with the natural charge from an NBO analysis.
CARTESIAN COORDINATES (ANGSTROEM)
1 C 2.91 1.04 -0.36  0.363
2 C 2.54 -0.37 0.25  0.366
3 C 1.39 -1.15 -0.11  -0.130
4 C 0.94 -2.28 -0.18  -0.097
5 C -2.80 -1.89 -0.46  -0.623
6 C -2.09 -0.79 0.27  -0.039
7 C -3.00 0.34 0.77  -0.427
8 C -2.35 1.29 -0.23  -0.049
9 C -1.84 2.55 0.30  -0.610
10 H 2.02 1.54 -0.79  0.123
11 H 0.24 -3.12 -0.24  0.241
12 H -3.36 -1.48 -1.27  0.203
13 H -2.06 -2.55 -0.90  0.199
14 H -3.40 -2.52 0.20  0.222
15 H -1.49 -1.23 1.07  0.185
16 H -4.09 0.22 0.60  0.211
17 H -2.67 0.60 1.81  0.207
18 H -3.04 1.50 -1.05  0.174
19 H -2.72 3.21 0.40  0.213
20 H -1.17 2.95 -0.46  0.212
21 H -1.32 2.48 1.27  0.207
22 H -1.43 -0.06 -1.59  0.354
23 N -1.35 0.24 -0.60  -0.630
24 O 4.04 1.50 -0.45  -0.443
25 O 3.42 -0.96 0.91  -0.432

=====

Short version: (b) is the least stable of them.